Molecular formula: C3H6NO2
Method: DFT, the ωB97M-V functional and the def2-TZVPD basis

XYZ file:
```
12
C3H6NO2 (the ωB97M-V functional and the def2-TZVPD basis)
O 0.434 -1.389 -0.895
C 0.059 -0.247 -1.237
N -0.057 0.799 -0.440
C -0.108 0.126 2.372
O -0.132 0.737 3.426
C -0.303 -0.050 -2.735
H -0.212 1.647 -0.979
H -0.877 0.332 1.634
H 0.689 -0.608 2.201
H -0.686 -0.975 -3.165
H -0.893 0.845 -2.893
H 0.666 0.020 -3.262
```

Summary:
**Charge**: -1
**Electronic energy**: -323.15376 Ha
**Relative energy (zero: lowest compared OMol25 entry of this formula, charge and spin)**: 40.5 kcal per mole
**Gap between HOMO and LUMO**: 7.82 eV
**LUMO**: 0.1569 Ha
**HOMO level**: -3.554 eV
**2S+1**: 1

Löwdin population analysis, charges in e, atoms 1 to 5: atom 1 (O): -0.1368, atom 2 (C): -0.7653, atom 3 (N): 0.0069, atom 4 (C): -0.1631, atom 5 (O): -0.0900

=====

Molecular formula: C22H24N2O4
Method: DFT, the ωB97M-V functional and the def2-TZVPD basis

XYZ file:
```
52
C22H24N2O4 (the ωB97M-V functional and the def2-TZVPD basis)
O -1.769 -4.270 -0.727
C -1.055 -3.346 -0.403
N -1.011 -2.168 -1.059
C -2.004 -1.779 -2.034
C -2.977 -0.753 -1.447
C -2.312 0.602 -1.169
C -3.267 1.513 -0.450
C -3.222 1.626 0.934
C -4.127 2.433 1.600
C -5.089 3.134 0.892
C -5.140 3.026 -0.487
C -4.234 2.220 -1.153
C -0.140 -3.427 0.824
C -0.755 -2.592 1.951
C -0.106 -1.227 1.804
O -0.518 -0.194 2.276
N 1.014 -1.381 1.034
C 1.941 -0.377 0.708
C 1.575 0.968 0.706
C 2.501 1.938 0.386
C 3.802 1.597 0.040
C 4.161 0.247 0.001
C 3.236 -0.728 0.344
O 5.414 -0.165 -0.374
C 6.170 0.848 -1.001
C 6.037 2.161 -0.233
O 4.696 2.597 -0.245
C 1.229 -2.765 0.638
H -0.445 -1.420 -0.691
H -2.538 -2.688 -2.318
H -1.501 -1.366 -2.914
H -3.389 -1.150 -0.517
H -3.806 -0.610 -2.142
H -1.426 0.463 -0.546
H -1.999 1.051 -2.115
H -2.472 1.086 1.494
H -4.080 2.515 2.676
H -5.795 3.763 1.413
H -5.886 3.573 -1.045
H -4.275 2.140 -2.230
H -0.053 -4.481 1.089
H -1.841 -2.515 1.898
H -0.495 -2.990 2.934
H 0.577 1.260 0.986
H 2.233 2.982 0.399
H 3.570 -1.751 0.322
H 5.816 0.994 -2.031
H 7.204 0.498 -1.016
H 6.372 2.009 0.803
H 6.626 2.954 -0.697
H 1.581 -2.816 -0.395
H 1.973 -3.240 1.289
```

Summary:
**Electronic energy**: -1263.25048 Ha
**Relative energy (zero: lowest compared OMol25 entry of this formula, charge and spin)**: 29.2 kcal per mole
**SMILES**: O=C(NCCCc1ccccc1)[C@@H]1CC(=O)N(c2ccc3c(c2)OCCO3)C1
**Gap between HOMO and LUMO**: 8.85 eV
**LUMO**: 0.0231 Ha
**HOMO level**: -8.218 eV
**2S+1**: 1

Löwdin population analysis, charges in e, atoms 1 to 5: atom 1 (O): 0.0747, atom 2 (C): -0.4727, atom 3 (N): 0.0850, atom 4 (C): -0.1682, atom 5 (C): -0.1605

=====

Molecular formula: C53H44IrN7OP2S2
Method: DFT, the ωB97M-V functional and the def2-TZVPD basis

XYZ file:
```
110
C53H44IrN7OP2S2 (the ωB97M-V functional and the def2-TZVPD basis)
Ir -1.448 0.988 1.059
C -2.506 -0.549 6.316
S -3.419 0.852 5.614
C -2.982 0.841 3.934
S -2.041 -0.412 3.217
N -3.492 1.821 3.268
N -3.104 2.015 2.013
C -3.839 2.751 1.260
C -3.305 3.202 0.005
C -3.817 4.333 -0.626
C -3.163 4.847 -1.729
C -2.048 4.175 -2.211
C -1.632 3.026 -1.564
N -2.228 2.551 -0.472
H -3.087 -0.900 7.164
H -1.527 -0.218 6.652
H -2.411 -1.341 5.580
H -4.798 3.110 1.616
H -4.685 4.825 -0.210
H -3.502 5.762 -2.193
H -1.501 4.541 -3.069
H -0.778 2.474 -1.934
C 12.509 0.956 2.141
O 11.671 0.922 0.995
C 10.346 0.909 1.154
C 9.577 0.844 -0.017
C 8.208 0.844 0.048
C 7.546 0.903 1.284
C 8.315 0.958 2.446
C 9.695 0.956 2.390
C 6.096 0.896 1.300
N 5.340 0.779 0.225
C 4.058 0.837 0.661
C 4.011 0.999 2.040
N 5.322 1.026 2.429
C 2.790 1.166 2.746
C 2.666 1.408 4.124
C 1.421 1.642 4.653
C 0.308 1.624 3.809
N 0.397 1.343 2.521
C 1.604 1.114 1.979
C 1.639 0.829 0.574
N 0.459 0.675 -0.071
C 0.466 0.452 -1.376
C 1.637 0.400 -2.132
C 2.847 0.529 -1.494
C 2.863 0.730 -0.109
H 13.527 0.932 1.766
H 12.336 0.085 2.777
H 12.357 1.871 2.717
H 10.095 0.791 -0.965
H 7.614 0.798 -0.853
H 7.841 0.996 3.420
H 10.263 0.986 3.308
H 5.666 1.096 3.371
H 3.540 1.409 4.761
H 1.289 1.834 5.708
H -0.673 1.850 4.199
H -0.496 0.302 -1.848
H 1.573 0.245 -3.197
H 3.790 0.468 -2.020
C -2.620 -1.727 -1.594
P -2.551 -0.994 0.110
C -2.016 -2.505 0.965
C -0.747 -2.540 1.542
C -0.290 -3.694 2.157
C -1.095 -4.823 2.190
C -2.354 -4.798 1.606
C -2.817 -3.645 0.994
C -4.296 -0.689 0.517
C -4.927 -1.250 1.626
C -6.210 -0.849 1.966
C -6.860 0.126 1.225
C -6.230 0.702 0.129
C -4.954 0.296 -0.224
P -3.333 -0.744 -3.019
C -1.820 -0.220 -3.917
C -0.830 -1.133 -4.291
C 0.196 -0.737 -5.134
C 0.247 0.570 -5.606
C -0.717 1.488 -5.219
C -1.752 1.091 -4.379
C -3.882 -2.112 -4.110
C -3.614 -2.070 -5.480
C -4.078 -3.074 -6.316
C -4.853 -4.104 -5.806
C -5.160 -4.131 -4.454
C -4.689 -3.135 -3.613
H -3.250 -2.606 -1.455
H -1.609 -2.062 -1.838
H -0.129 -1.649 1.511
H 0.687 -3.709 2.622
H -0.742 -5.726 2.668
H -2.980 -5.680 1.628
H -3.807 -3.634 0.553
H -4.414 -1.989 2.224
H -6.700 -1.299 2.819
H -7.853 0.448 1.507
H -6.731 1.472 -0.444
H -4.455 0.751 -1.069
H -0.883 -2.163 -3.959
H 0.942 -1.456 -5.448
H 1.032 0.866 -6.290
H -0.684 2.500 -5.601
H -2.529 1.791 -4.094
H -3.033 -1.260 -5.899
H -3.834 -3.045 -7.370
H -5.238 -4.869 -6.466
H -5.775 -4.927 -4.056
H -4.965 -3.156 -2.564
```

Summary:
**Charge**: +2
**Electronic energy**: -4087.61475 Ha
**Relative energy (zero: lowest compared OMol25 entry of this formula, charge and spin)**: 79.1 kcal per mole
**Gap between HOMO and LUMO**: 5.47 eV
**LUMO**: -0.2233 Ha
**HOMO level**: -11.544 eV
**2S+1**: 1

Löwdin population analysis, charges in e, atoms 1 to 5: atom 1 (Ir): 1.0802, atom 2 (C): -0.3767, atom 3 (S): 0.9351, atom 4 (C): -1.0632, atom 5 (S): 0.7466

=====

Molecular formula: C4H14NO2
Method: DFT, the ωB97M-V functional and the def2-TZVPD basis

XYZ file:
```
21
C4H14NO2 (the ωB97M-V functional and the def2-TZVPD basis)
C -0.114 -2.061 0.163
C 0.399 -0.712 0.493
C -0.187 0.452 -0.387
C -1.727 0.641 -0.469
O 0.169 1.624 0.246
N -0.180 -0.393 1.852
H 0.255 -2.360 -0.821
H -1.203 -2.167 0.074
H 0.013 -2.761 1.022
H 1.488 -0.704 0.522
H 0.228 0.323 -1.408
H -2.252 -0.316 -0.651
H -1.813 1.315 -1.343
H -2.248 1.226 0.337
H 0.570 2.129 -0.477
H -0.059 0.519 2.324
H 0.260 -1.099 2.462
H -1.219 -0.565 1.942
H 3.071 1.113 -2.052
H 2.324 2.337 -2.011
O 2.226 1.459 -1.817
```

Summary:
**Charge**: +1
**Electronic energy**: -365.76619 Ha
**Relative energy (zero: lowest compared OMol25 entry of this formula, charge and spin)**: 40.5 kcal per mole
**Gap between HOMO and LUMO**: 10.84 eV
**LUMO**: -0.1192 Ha
**HOMO level**: -14.085 eV
**2S+1**: 1

Löwdin population analysis, charges in e, atoms 1 to 5: atom 1 (C): -0.0482, atom 2 (C): -0.2780, atom 3 (C): -0.4224, atom 4 (C): -0.0308, atom 5 (O): -0.0427

=====

Molecular formula: C3H9OS
Method: DFT, the ωB97M-V functional and the def2-TZVPD basis

XYZ file:
```
14
C3H9OS (the ωB97M-V functional and the def2-TZVPD basis)
C 2.390 -2.026 0.833
S 1.547 -0.913 -0.374
H 2.354 -1.601 1.838
H 1.770 -2.927 0.916
H 3.407 -2.307 0.568
C -1.368 1.562 0.004
O -1.409 0.203 -0.321
C -2.763 2.142 -0.136
H -0.939 1.670 0.996
H -0.696 2.152 -0.637
H -0.660 -0.264 0.095
H -3.128 2.608 0.784
H -2.805 2.933 -0.886
H -3.504 1.395 -0.411
```

Summary:
**Charge**: -1
**Electronic energy**: -593.13650 Ha
**Relative energy (zero: lowest compared OMol25 entry of this formula, charge and spin)**: 22.8 kcal per mole
**Gap between HOMO and LUMO**: 6.29 eV
**LUMO**: 0.1434 Ha
**HOMO level**: -2.384 eV
**2S+1**: 1

Löwdin population analysis, charges in e, atoms 1 to 5: atom 1 (C): -0.7083, atom 2 (S): 0.1093, atom 3 (H): -0.0267, atom 4 (H): -0.0282, atom 5 (H): -0.0251